No. 1
A molecular structure, C5H7CuO3. Source: the Open Molecules 2025 dataset; level of theory: ωB97M-V with the def2-TZVPD basis set.

```
! wB97M-V def2-TZVPD RIJCOSX def2/J DEFGRID3
* xyz 0 3
C -0.835 2.934 0.134
H -1.785 3.370 0.593
H -0.305 3.720 -0.421
C -0.424 2.069 1.092
H 0.498 2.353 1.635
C -0.372 -0.074 -2.534
C 0.592 0.039 -1.625
O 0.326 -0.493 -0.284
C 1.288 -0.992 0.490
O 2.394 -1.309 0.165
O 0.826 -0.876 1.742
H -0.101 -0.118 -3.588
H -1.414 -0.166 -2.223
H 1.653 0.161 -1.843
H 1.476 -1.146 2.404
Cu -1.153 0.240 1.395
*
```

- Highest occupied orbital energy (alpha / beta): -4.8 / -8.2 eV
- Frontier orbital gap (alpha / beta): 4.64 / 7.71 eV
- Energy: -56073.2924 eV

***

No. 2
A molecular structure, C5H7EuO5. Source: the Open Molecules 2025 dataset; level of theory: ωB97M-V with the def2-TZVPD basis set.

```
! wB97M-V def2-TZVPD RIJCOSX def2/J DEFGRID3
* xyz 0 9
O -2.768 1.871 0.826
C -2.258 2.107 1.892
O -2.048 2.832 2.784
O -1.558 -0.821 -2.059
C -0.367 -1.037 -2.614
C 0.800 -1.195 -1.700
O 0.662 -0.191 -0.666
C 1.319 -0.427 0.576
C 0.680 0.514 1.590
O -0.717 0.441 1.490
Eu -1.666 0.111 -0.349
H -0.251 -1.011 -3.703
H 1.759 -1.076 -2.223
H 0.801 -2.177 -1.183
H 2.400 -0.247 0.480
H 1.161 -1.478 0.872
H 1.017 1.549 1.389
H 1.035 0.234 2.597
*
```

- ΔE to the lowest compared entry with this formula, charge and spin: 0.0000 eV
- Highest occupied orbital energy (alpha / beta): -5.8 / -9.2 eV
- Frontier orbital gap (alpha / beta): 5.82 / 8.99 eV
- Energy: -34862.2470 eV

***

No. 3
C5H7F in the gas phase. Source: the Open Molecules 2025 dataset; level of theory: ωB97M-V with the def2-TZVPD basis set.

```
! wB97M-V def2-TZVPD RIJCOSX def2/J DEFGRID3
* xyz 0 1
C 1.387 1.129 -0.386
C 1.479 -0.140 0.064
F 2.593 -0.726 0.491
C 0.415 -1.152 -0.340
C -0.939 -0.914 -0.224
C -1.542 0.277 0.479
H 0.327 1.669 -0.570
H 2.201 1.858 -0.408
H 0.666 -2.101 -0.756
H -1.640 -1.710 -0.446
H -0.836 0.647 1.510
H -1.625 1.387 -0.245
H -2.488 -0.224 0.829
*
```

- ΔE to the lowest compared entry with this formula, charge and spin: 2.6293 eV
- Highest occupied orbital energy: -8.9 eV
- Frontier orbital gap: 9.68 eV
- SMILES string: C=C(F)/C=C\C
- Energy: -8012.5817 eV

***

No. 4
A molecular structure, C5H7F. Source: the Open Molecules 2025 dataset; level of theory: ωB97M-V with the def2-TZVPD basis set.

```
! wB97M-V def2-TZVPD RIJCOSX def2/J DEFGRID3
* xyz 0 1
C 0.190 -1.180 0.311
C -0.931 -0.353 -0.103
C -2.295 -0.194 0.111
C 0.929 -0.152 -0.584
C 1.509 1.112 -0.033
F -3.142 0.622 -0.645
H 0.182 -2.123 -0.060
H 0.496 -1.144 1.345
H 1.068 -0.338 -1.580
H -2.903 -0.634 0.813
H 0.681 1.567 0.613
H 2.409 0.920 0.639
H 1.809 1.898 -0.827
*
```

- ΔE to the lowest compared entry with this formula, charge and spin: 3.6454 eV
- Highest occupied orbital energy: -8.9 eV
- Frontier orbital gap: 9.63 eV
- Energy: -8011.5655 eV

***

No. 5
C5H7F in the gas phase. Source: the Open Molecules 2025 dataset; level of theory: ωB97M-V with the def2-TZVPD basis set.

```
! wB97M-V def2-TZVPD RIJCOSX def2/J DEFGRID3
* xyz 0 1
C -1.009 -1.062 -0.083
C -1.304 0.251 -0.602
C 1.087 -0.030 -0.983
C 0.117 0.019 0.054
C 0.397 0.838 1.349
F 2.011 0.876 -1.082
H -1.452 -1.396 0.831
H -0.728 -1.901 -0.703
H -1.243 0.174 -1.682
H 1.093 -0.730 -1.794
H -0.553 1.476 1.234
H 1.316 1.398 1.323
H 0.269 0.085 2.140
*
```

- ΔE to the lowest compared entry with this formula, charge and spin: 4.2202 eV
- Highest occupied orbital energy (alpha / beta): -8.0 / -8.0 eV
- Frontier orbital gap (alpha / beta): 7.88 / 7.89 eV
- Energy: -8010.9908 eV

***

No. 6
C5H7F in the gas phase. Source: the Open Molecules 2025 dataset; level of theory: ωB97M-V with the def2-TZVPD basis set.

```
! wB97M-V def2-TZVPD RIJCOSX def2/J DEFGRID3
* xyz 0 1
C -1.232 -2.261 -1.052
C -0.526 -1.016 -0.853
C -0.051 0.102 -0.799
C 0.702 1.658 -0.020
C 0.902 1.182 1.438
F -0.211 2.614 -0.195
H -1.559 -2.711 -0.088
H -2.059 -2.244 -1.729
H -0.437 -2.799 -1.426
H 1.617 1.996 -0.567
H 1.201 2.161 1.973
H -0.052 0.845 1.712
H 1.705 0.473 1.607
*
```

- ΔE to the lowest compared entry with this formula, charge and spin: 3.0308 eV
- Highest occupied orbital energy: -9.5 eV
- Frontier orbital gap: 10.49 eV
- SMILES string: CC#C[C@H](C)F
- Energy: -8012.1801 eV

***

No. 7
C5H7F2N in the gas phase. Source: the Open Molecules 2025 dataset; level of theory: ωB97M-V with the def2-TZVPD basis set.

```
! wB97M-V def2-TZVPD RIJCOSX def2/J DEFGRID3
* xyz 0 1
C -2.691 -0.329 -1.143
C -1.506 -0.726 -1.456
N -0.344 -0.837 -0.731
C -0.208 0.432 0.517
F -1.072 1.411 0.533
C 1.170 0.781 0.973
C 2.194 -0.311 0.896
F 1.544 2.020 0.392
H -3.390 -0.353 -1.903
H -2.954 0.112 -0.252
H -1.355 -1.248 -2.359
H 1.083 1.021 2.037
H 3.042 -0.182 1.611
H 1.896 -1.299 1.069
H 2.592 -0.492 -0.181
*
```

- ΔE to the lowest compared entry with this formula, charge and spin: 4.4809 eV
- Highest occupied orbital energy (alpha / beta): -9.2 / -8.7 eV
- Frontier orbital gap (alpha / beta): 8.94 / 7.77 eV
- SMILES string: C=C/N=C(\F)[C@@H](C)F
- Energy: -12218.2010 eV

***

No. 8
C5H7F3N2O in the gas phase. Source: the Open Molecules 2025 dataset; level of theory: ωB97M-V with the def2-TZVPD basis set.

```
! wB97M-V def2-TZVPD RIJCOSX def2/J DEFGRID3
* xyz 0 1
C 0.314 1.362 1.243
C 0.530 0.871 -0.044
C -0.810 1.281 1.897
C 0.294 -1.101 -1.484
C -2.065 1.728 1.275
N -1.201 -0.611 0.343
N -0.177 -0.213 -0.360
O -0.764 1.360 3.258
F -1.664 2.385 0.110
F -3.151 0.963 0.955
F -2.582 2.733 2.104
H 1.351 1.590 1.623
H 1.261 1.335 -0.724
H 0.475 -2.083 -1.062
H -0.622 -1.271 -2.191
H 1.210 -0.870 -2.073
H -1.427 -1.566 0.197
H -1.620 1.728 3.451
*
```

- ΔE to the lowest compared entry with this formula, charge and spin: 3.0922 eV
- Highest occupied orbital energy (alpha / beta): -7.7 / -7.7 eV
- Frontier orbital gap (alpha / beta): 8.33 / 8.32 eV
- Energy: -18474.6284 eV

***

No. 9
C5H7F3O in the gas phase. Source: the Open Molecules 2025 dataset; level of theory: ωB97M-V with the def2-TZVPD basis set.

```
! wB97M-V def2-TZVPD RIJCOSX def2/J DEFGRID3
* xyz 0 1
C -1.775 -0.753 1.245
C -0.796 -0.828 0.375
C 0.184 0.248 -0.013
C 1.613 -0.284 0.298
O -0.072 1.350 0.750
C 0.022 0.460 -1.538
F -1.069 1.006 -1.904
F 1.055 1.239 -1.958
F 0.130 -0.743 -2.125
H -2.520 -1.518 1.499
H -1.911 0.211 1.717
H -0.571 -1.714 -0.168
H 2.163 0.629 -0.020
H 1.506 -0.402 1.359
H 1.934 -1.205 0.014
H 0.108 2.302 0.468
*
```

- ΔE to the lowest compared entry with this formula, charge and spin: 1.1105 eV
- Highest occupied orbital energy: -10.0 eV
- Frontier orbital gap: 10.71 eV
- SMILES string: C=C[C@](C)(O)C(F)(F)F
- Energy: -15497.4161 eV

***

No. 10
C5H7FN2 in the gas phase. Source: the Open Molecules 2025 dataset; level of theory: ωB97M-V with the def2-TZVPD basis set.

```
! wB97M-V def2-TZVPD RIJCOSX def2/J DEFGRID3
* xyz 0 1
C 0.249 -1.259 -0.874
C 0.926 -0.313 0.091
C 0.615 1.086 -0.206
C -0.181 2.028 0.412
N -0.134 3.233 -0.261
N 0.512 3.097 -1.402
C 0.882 1.826 -1.421
F 1.644 1.354 -2.356
H -0.299 -2.027 -0.295
H 0.873 -1.786 -1.599
H -0.501 -0.679 -1.395
H 2.052 -0.483 0.012
H 0.742 -0.610 1.079
H -0.605 1.882 1.438
H -0.355 4.138 -0.021
*
```

- ΔE to the lowest compared entry with this formula, charge and spin: 1.3235 eV
- Highest occupied orbital energy: -9.2 eV
- Frontier orbital gap: 10.19 eV
- SMILES string: CCc1c[nH]nc1F
- Energy: -10994.9842 eV

***

No. 11
2 unconnected molecules or ions with the total composition C5H7FNO. Source: the Open Molecules 2025 dataset; level of theory: ωB97M-V with the def2-TZVPD basis set.

```
! wB97M-V def2-TZVPD RIJCOSX def2/J DEFGRID3
* xyz 1 1
C -2.605 1.389 -0.616
C 0.039 -2.187 -0.181
C -2.928 1.188 0.522
C 0.281 -0.928 0.125
C 1.303 1.187 0.003
N 1.391 -0.114 -0.058
O 2.588 -0.803 -0.036
F 2.410 1.817 0.087
H -2.629 1.464 -1.668
H 3.341 -0.236 0.300
H -0.858 -2.648 0.146
H 0.687 -2.817 -0.790
H -2.963 1.116 1.554
H -0.523 -0.284 0.660
H 0.466 1.856 -0.049
*
```

- ΔE to the lowest compared entry with this formula, charge and spin: 0.7298 eV
- Highest occupied orbital energy: -14.3 eV
- Frontier orbital gap: 8.87 eV
- Energy: -11540.4752 eV

***

No. 12
2 unconnected molecules or ions with the total composition C5H7FO. Source: the Open Molecules 2025 dataset; level of theory: ωB97M-V with the def2-TZVPD basis set.

```
! wB97M-V def2-TZVPD RIJCOSX def2/J DEFGRID3
* xyz 0 1
C -1.038 -0.343 0.310
C 0.177 -1.171 0.099
C 1.401 -0.138 0.188
C 0.828 1.096 -0.082
C -0.438 1.047 -0.212
H -2.612 0.565 -0.927
H -1.328 -0.169 1.345
H 0.405 -1.969 0.663
H -0.057 -1.665 -0.844
H 1.876 -0.083 1.225
H 1.403 1.945 -0.343
H -0.988 1.969 -0.138
O -1.958 -0.563 -0.619
F 2.329 -0.521 -0.665
*
```

- ΔE to the lowest compared entry with this formula, charge and spin: 3.7131 eV
- Highest occupied orbital energy: -9.7 eV
- Frontier orbital gap: 9.88 eV
- Energy: -10059.0302 eV

***

No. 13
A molecular structure, C5H7FO2. Source: the Open Molecules 2025 dataset; level of theory: ωB97M-V with the def2-TZVPD basis set.

```
! wB97M-V def2-TZVPD RIJCOSX def2/J DEFGRID3
* xyz 0 1
C -1.160 -0.871 -2.036
C -0.960 -0.864 -0.536
C 0.439 0.515 0.211
C 0.614 0.905 1.568
C 0.600 -0.969 -0.362
H -1.000 0.451 -2.372
H -2.420 -1.458 -2.087
H -0.230 -1.744 -2.951
H -1.591 -1.524 0.202
H 0.764 1.451 -0.409
H 1.581 0.682 2.147
H -0.088 0.514 2.201
O -1.047 0.365 0.169
O 1.388 -1.834 -0.691
F 0.341 2.342 1.598
*
```

- ΔE to the lowest compared entry with this formula, charge and spin: 5.8526 eV
- Highest occupied orbital energy: -9.9 eV
- Frontier orbital gap: 10.15 eV
- Energy: -12104.1258 eV

***

No. 14
A molecular structure, C5H7FO3Tb. Source: the Open Molecules 2025 dataset; level of theory: ωB97M-V with the def2-TZVPD basis set.

```
! wB97M-V def2-TZVPD RIJCOSX def2/J DEFGRID3
* xyz 2 8
C -2.214 -0.356 1.314
C -3.109 0.185 0.460
H -2.123 0.052 2.327
H -1.566 -1.218 1.147
H -3.726 1.039 0.753
H -3.294 -0.250 -0.527
O 2.578 0.147 -0.158
C 2.420 1.455 0.193
C 1.731 -0.452 -1.118
O 3.406 2.044 0.589
O 1.237 1.938 0.084
C 0.727 -1.403 -0.557
H 2.402 -1.015 -1.787
H 1.206 0.297 -1.727
F 1.219 -2.333 0.263
H -0.078 -1.781 -1.200
Tb -0.816 1.650 -0.054
*
```

- Highest occupied orbital energy (alpha / beta): -17.6 / -17.1 eV
- Frontier orbital gap (alpha / beta): 6.60 / 5.35 eV
- Energy: -36570.4178 eV

***

No. 15
C5H7FOS in the gas phase. Source: the Open Molecules 2025 dataset; level of theory: ωB97M-V with the def2-TZVPD basis set.

```
! wB97M-V def2-TZVPD RIJCOSX def2/J DEFGRID3
* xyz 0 1
O 3.216 1.144 0.474
C 2.308 0.140 0.370
C 1.207 0.080 -0.706
S 0.206 -1.455 -0.547
C -0.991 -1.051 0.898
C -2.072 -0.304 0.745
C -2.357 0.738 -0.360
F -1.459 1.853 -0.145
H 2.152 -0.761 1.297
H 0.690 1.118 -0.735
H 1.736 0.151 -1.581
H -0.994 -1.701 1.658
H -2.762 -0.294 1.626
H -3.403 1.203 -0.428
H -1.881 0.120 -1.249
*
```

- ΔE to the lowest compared entry with this formula, charge and spin: 3.3630 eV
- Highest occupied orbital energy: -9.6 eV
- Frontier orbital gap: 9.72 eV
- SMILES string: O=CCS/C=C\CF
- Energy: -20894.7146 eV

***

No. 16
C5H7FS in the gas phase. Source: the Open Molecules 2025 dataset; level of theory: ωB97M-V with the def2-TZVPD basis set.

```
! wB97M-V def2-TZVPD RIJCOSX def2/J DEFGRID3
* xyz 0 1
C -0.543 1.465 -0.401
C -1.118 0.500 0.603
S -2.219 -0.788 0.062
C -0.536 -0.902 0.665
C 0.511 -1.290 -0.346
C 1.756 -0.803 -0.302
F 2.206 -0.021 0.700
H 0.404 1.818 0.036
H -0.283 0.992 -1.334
H -1.191 2.295 -0.649
H -1.221 0.897 1.606
H -0.402 -1.250 1.674
H 0.188 -1.904 -1.181
H 2.448 -1.009 -1.133
*
```

- ΔE to the lowest compared entry with this formula, charge and spin: 0.8363 eV
- Highest occupied orbital energy: -8.9 eV
- Frontier orbital gap: 9.89 eV
- SMILES string: C[C@H]1S[C@H]1/C=C\F
- Energy: -18849.8031 eV

***

No. 17
C5H7FS2 in the gas phase. Source: the Open Molecules 2025 dataset; level of theory: ωB97M-V with the def2-TZVPD basis set.

```
! wB97M-V def2-TZVPD RIJCOSX def2/J DEFGRID3
* xyz 0 1
C 3.024 -1.255 -0.378
C 1.858 -0.275 -0.674
C 0.664 -0.442 0.173
F 1.029 -0.299 1.470
C -0.409 0.613 -0.084
S -0.061 2.201 -0.108
C -1.829 0.199 -0.072
S -2.467 -1.319 -0.141
H 2.912 -2.164 -0.977
H 3.968 -0.816 -0.526
H 3.050 -1.539 0.681
H 1.537 -0.284 -1.711
H 2.264 0.728 -0.481
H 0.162 -1.406 -0.033
H -2.545 1.015 -0.001
*
```

- ΔE to the lowest compared entry with this formula, charge and spin: 1.1083 eV
- Highest occupied orbital energy: -9.3 eV
- Frontier orbital gap: 7.05 eV
- SMILES string: CC[C@@H](F)C(=S)C=S
- Energy: -29684.8537 eV

***

no.,largest force on an atom (eV/Å)
1,4.3
2,6.7
3,4.3
4,5.6
5,3.6
6,4.7
7,6.4
8,4.3
9,4.6
10,3.6
11,4.4
12,7.9
13,5.5
14,6.7
15,8.8
16,1.6
17,2.0